No. 1
{
  "formula": "C21H48ClN3O5",
  "method": "wB97M-V/def2-TZVPD",
  "symbols": ["Cl", "C", "H", "H", "H", "H", "H", "N", "C", "H", "H", "H", "H", "H", "H", "H", "C", "H", "C", "H", "H", "C", "H", "H", "C", "H", "O", "C", "N", "H", "H", "C", "H", "C", "C", "H", "H", "H", "H", "C", "O", "H", "H", "O", "H", "H", "O", "N", "H", "H", "H", "O", "H", "H", "H", "H", "H", "H", "H", "C", "H", "C", "H", "H", "C", "H", "H", "C", "H", "H", "C", "H", "C", "C", "C", "C", "H", "C"],
  "coordinates": [[-4.347, -1.138, 5.305], [-7.942, -2.013, 1.315], [-9.607, 1.065, 2.052], [3.703, 1.636, -3.438], [-5.217, -1.991, 2.860], [-7.203, -2.335, -0.679], [-5.414, -1.175, -0.222], [7.652, 0.564, 0.209], [-3.864, -1.655, 1.249], [-3.344, -2.580, 1.475], [-8.521, -2.702, 1.917], [8.711, 2.344, 0.154], [-4.383, 0.771, 0.753], [6.760, 2.253, -1.796], [0.892, -1.990, -2.717], [2.232, 0.259, -0.302], [8.176, 2.074, 2.212], [-0.778, 0.213, -1.432], [-4.525, -1.228, 2.541], [-2.536, -1.088, -0.154], [-9.096, -1.358, -0.382], [-3.331, 0.616, 0.515], [2.068, -0.798, -4.306], [5.222, 2.634, -1.013], [2.309, 0.702, -1.299], [5.746, 1.195, 0.893], [-3.161, 0.896, -0.877], [6.262, 2.358, -0.831], [2.035, -0.323, -2.292], [4.349, 0.017, -3.747], [-1.306, -1.213, -2.299], [-7.119, -2.825, 0.290], [1.396, 0.793, -3.985], [6.312, 1.059, -0.043], [8.563, 1.506, 0.839], [8.750, 2.982, 2.409], [-8.220, 0.740, -0.359], [0.889, -1.527, -1.043], [-5.116, -0.324, 2.430], [-3.572, -0.988, 3.679], [-2.477, -0.724, 3.601], [6.092, -0.533, 2.256], [-7.552, 0.515, 1.291], [-9.445, 1.301, 1.132], [0.492, 1.845, -0.867], [5.772, 0.304, -0.622], [-3.423, 2.259, -1.034], [-2.854, -0.730, 0.742], [3.361, 0.987, -1.385], [1.305, 2.345, -2.355], [8.399, 1.378, 3.019], [-5.782, -3.016, 0.697], [6.912, -2.087, 2.301], [-7.620, -3.778, 0.188], [3.598, 0.946, -5.049], [9.548, 1.038, 0.912], [8.701, -1.146, 0.753], [-9.866, -1.056, 1.163], [1.972, 2.776, -0.786], [-8.430, 0.437, 0.653], [7.718, -0.670, 2.937], [-8.920, -1.032, 0.638], [-4.386, 2.333, -1.102], [7.119, 2.340, 2.268], [7.062, -1.017, 2.141], [-4.312, -2.533, -0.596], [-7.290, -1.487, 1.998], [2.184, 0.088, -3.675], [6.725, 3.188, -0.294], [-2.688, 1.308, 1.044], [7.669, -0.784, 0.752], [-0.578, 0.120, -3.184], [1.464, 1.983, -1.338], [-4.892, -2.039, 0.180], [-0.524, -0.448, -2.256], [0.841, -1.118, -2.057], [7.142, -1.429, 0.041], [3.538, 0.707, -3.986]],
  "mulliken_charge": [-0.2446, -0.1379, 0.3210, 0.2938, 0.6013, 0.4781, 0.3560, 0.0729, 0.0646, 0.4872, 0.3676, 0.3772, 0.2331, 0.2912, 0.4041, 0.4160, -0.9711, -0.1682, -0.9386, 0.0871, 0.3523, -0.4215, 0.4268, 0.3598, -0.0336, 0.1714, -0.1825, -1.3567, 0.1488, 0.3079, 0.3907, -0.8372, 0.2361, -0.3089, -0.7170, 0.3704, 0.3030, 0.3700, 0.0767, 0.4042, -0.3385, 0.2701, 0.1629, -0.5697, 0.2438, 0.4405, -0.4017, -0.1944, -0.3471, 0.2305, 0.2895, -0.3820, 0.3929, 0.4001, 0.4469, 0.3732, 0.3639, 0.3948, 0.4533, -0.2868, 0.2385, -0.8223, 0.3160, 0.2458, -0.9866, 0.2864, 0.1536, -0.3039, 0.3842, 0.4189, -0.6847, 0.3054, -1.1171, -0.5197, -0.3818, -0.9487, 0.4062, -1.3840],
  "total_energy_ev": -49780.9324,
  "molar_mass_da": 458.08,
  "homo_energy_ev": -8.03,
  "total_charge": 0,
  "orbital_gap_ev": 8.34,
  "smiles": "O=C(Cl)C[C@@H](COCCCCO)NCOO.CCN(CC)CC.CCN(CC)CC"
}

---

No. 2
{
  "formula": "C21H48ClNO2P3Sn",
  "method": "wB97M-V/def2-TZVPD",
  "symbols": ["H", "C", "H", "P", "H", "H", "C", "Cl", "C", "H", "H", "H", "H", "H", "C", "C", "H", "P", "H", "C", "H", "H", "H", "C", "H", "H", "H", "C", "H", "Sn", "C", "H", "C", "C", "H", "C", "H", "H", "H", "H", "H", "O", "P", "C", "H", "C", "H", "H", "N", "H", "H", "C", "C", "H", "H", "H", "O", "H", "H", "H", "C", "H", "C", "H", "H", "C", "H", "C", "H", "H", "C", "H", "H", "H", "H", "H", "H"],
  "coordinates": [[2.320, -2.839, 0.052], [2.118, -0.090, 0.831], [1.422, 1.519, 6.551], [-0.065, -2.455, -0.061], [1.606, -2.892, 1.681], [-3.732, 1.739, 6.347], [1.308, 3.236, 0.749], [-2.549, 0.037, -0.985], [-4.012, 0.201, 4.166], [-1.234, 2.693, 2.245], [0.223, 3.086, 3.505], [-1.527, 2.769, -1.876], [2.526, 1.353, 4.441], [-0.624, 3.151, 5.095], [-0.614, 3.219, -1.463], [0.408, 1.227, 4.684], [-4.936, 0.771, 4.364], [-0.188, 2.456, 0.107], [-0.796, 4.293, -1.288], [1.448, -3.167, 0.631], [1.550, 2.940, 1.779], [-2.005, 2.142, 6.253], [0.848, -0.239, -4.090], [-1.340, -1.735, 6.158], [1.895, -0.226, 3.939], [-2.305, -2.509, 0.826], [-2.371, 3.221, 3.967], [-2.335, -2.371, 3.997], [0.202, 3.115, -2.187], [-0.584, -0.011, 0.494], [-3.153, 2.460, 3.853], [0.402, -1.999, 3.165], [-1.525, 2.952, 1.224], [-2.749, 1.370, 6.021], [-4.083, -0.678, 4.823], [-0.297, -3.206, -1.686], [-0.332, -4.304, -1.587], [-2.422, 2.370, 0.988], [-4.040, 2.853, 4.377], [-4.024, -0.095, 3.109], [-0.430, 0.879, -3.416], [3.197, -0.144, 1.216], [-1.164, 0.260, 4.041], [-1.168, -1.595, 4.638], [-1.130, -3.131, 2.003], [0.215, -0.013, -3.195], [1.174, 4.333, 0.736], [-1.673, -4.160, 0.650], [-1.091, 0.078, 2.451], [0.522, -2.953, -2.370], [-1.243, -2.878, -2.140], [-2.826, 1.108, 4.511], [0.176, -2.205, 4.225], [-2.521, 0.457, 6.589], [2.162, 2.982, 0.106], [0.986, -0.170, 6.271], [2.103, 0.532, -1.680], [1.002, -1.846, 4.849], [-0.572, -1.194, 6.733], [1.138, 3.202, 5.009], [0.625, 0.863, 6.166], [1.393, -4.267, 0.575], [1.011, 0.262, -2.040], [0.114, -3.298, 4.362], [-3.467, 2.358, 2.804], [0.243, 2.750, 4.553], [-2.614, -2.003, 3.007], [-1.410, -3.135, 0.944], [-1.234, -2.807, 6.383], [-2.339, -1.433, 6.495], [1.687, 0.849, 3.935], [-1.773, 4.020, 1.171], [-2.055, -3.440, 3.945], [1.691, 1.220, 2.900], [-0.274, 1.031, 6.774], [-3.226, -2.360, 4.640], [-0.464, -0.865, -2.988]],
  "mulliken_charge": [0.4435, 0.0531, 0.5731, 1.2729, 0.2740, 0.4965, -1.2881, -0.3336, -1.4729, -0.3829, 0.2284, 0.3233, 0.5952, 0.3080, -1.2490, 1.7868, 0.5365, 1.1752, 0.4941, -1.3420, 0.2730, 0.2964, 0.4182, -1.9264, 0.2131, 0.3571, 0.3224, -1.8543, 0.4207, 0.3392, -1.6662, -0.0562, -0.8579, -1.6736, 0.2383, -1.3572, 0.4960, 0.4178, 0.6288, 0.1824, 0.2797, -0.1086, 0.2498, 2.2950, 0.0580, -0.7718, 0.5273, 0.6221, 0.0979, 0.4105, 0.3937, 1.7801, -1.8951, 0.2977, 0.4008, 0.4301, -0.2230, 0.5081, 0.3077, 0.5729, -1.9188, 0.4973, 0.7521, 0.5162, 0.2874, -1.7260, 0.1397, -1.0868, 0.5299, 0.4270, -0.7204, 0.6557, 0.5108, -0.7175, 0.3339, 0.4708, 0.1123],
  "total_energy_ev": -74332.7375,
  "molar_mass_da": 593.71,
  "homo_energy_ev": [-17.23, -16.41],
  "total_charge": 3,
  "orbital_gap_ev": [5.42, 3.34]
}

---

No. 3
{
  "formula": "C21H48F3InO17",
  "method": "wB97M-V/def2-TZVPD",
  "symbols": ["C", "C", "C", "H", "H", "O", "C", "H", "H", "O", "H", "H", "H", "H", "C", "O", "H", "H", "O", "H", "H", "C", "F", "H", "C", "H", "H", "H", "H", "H", "O", "H", "C", "H", "C", "C", "O", "H", "H", "H", "H", "C", "F", "H", "C", "H", "O", "O", "H", "H", "C", "C", "H", "O", "C", "C", "O", "C", "H", "H", "H", "H", "In", "H", "O", "H", "H", "C", "O", "H", "H", "H", "H", "H", "O", "H", "O", "H", "H", "F", "H", "H", "H", "O", "C", "C", "H", "O", "C", "O"],
  "coordinates": [[-3.527, -2.969, -8.444], [0.329, -0.207, 1.840], [4.808, -2.842, 0.200], [0.931, 4.214, 3.310], [2.198, -3.677, -1.628], [2.710, -4.484, -1.670], [-2.263, 3.864, 6.289], [1.985, -1.512, -3.771], [6.808, 1.993, 2.114], [2.211, -1.266, -4.668], [-4.212, 3.480, 1.463], [4.618, -2.739, -0.868], [2.005, 3.244, 4.863], [-3.268, -1.255, -3.121], [0.253, 0.725, 0.741], [-0.320, 3.906, -0.276], [-2.767, 0.759, 3.546], [-2.696, 2.690, 1.660], [0.270, 0.226, 2.975], [-1.493, -3.834, 0.656], [-1.612, -0.003, 2.931], [0.643, -1.720, 1.644], [-1.171, 3.918, 7.093], [-0.699, 0.429, -4.737], [0.729, 3.144, 3.360], [-1.639, -1.381, -2.746], [5.265, 2.835, 2.390], [-2.303, 0.251, -3.192], [-2.334, -5.177, 1.227], [2.291, -4.999, -2.359], [-1.762, 1.369, 6.069], [-4.614, 2.886, 3.917], [-2.031, -2.495, -6.700], [-2.315, 3.733, -0.892], [5.848, 1.945, 2.629], [0.845, -1.243, -0.782], [-0.068, 1.105, -4.487], [-0.251, 2.750, 3.091], [3.993, -3.346, 0.718], [-3.585, 4.293, 3.489], [5.656, -3.525, 0.234], [-3.704, 2.733, 2.073], [-3.266, 4.313, 7.088], [-3.523, 2.186, 5.999], [-1.371, 4.155, -1.237], [1.760, -0.433, -4.809], [1.181, -1.712, -1.975], [1.145, 2.841, 4.723], [0.105, 0.939, -3.560], [-0.490, 2.963, -0.217], [-2.530, 2.477, 5.657], [0.924, -2.109, 0.274], [3.413, -1.018, 1.285], [-2.442, -0.128, 3.392], [4.221, -0.677, 0.638], [-3.639, 3.206, 3.549], [-0.097, -5.264, 1.450], [-2.308, -0.819, -3.398], [0.581, -4.859, 0.904], [-1.494, -5.544, -0.080], [5.473, 1.040, 0.290], [1.104, -3.150, 0.048], [1.184, -0.016, 5.711], [-0.899, -2.542, -4.788], [-2.563, 2.535, 4.185], [3.836, 1.399, 0.843], [6.158, 2.093, 3.663], [-1.370, -4.908, 0.796], [5.199, -1.639, 0.709], [-4.545, -3.292, -8.663], [-1.126, 3.680, -2.187], [3.792, -0.529, -0.353], [-2.851, -3.565, -9.057], [-3.384, -1.973, -8.862], [-2.302, -1.093, -4.742], [1.482, 2.803, 2.649], [5.175, 0.769, 2.351], [-1.415, 5.221, -1.463], [-2.601, -3.133, -4.635], [-2.088, 4.927, 5.433], [-1.884, -1.488, -7.091], [-1.303, -3.181, -7.131], [-4.180, 1.753, 2.042], [0.689, -2.512, 2.584], [0.543, 0.228, -0.504], [-1.927, -2.436, -5.134], [-0.004, 1.747, 0.978], [0.426, 1.124, -1.419], [4.692, 0.739, 0.988], [-3.238, -2.935, -7.107]],
  "mulliken_spin": [0.0000, 0.0834, 0.0001, 0.0002, -0.0005, -0.0002, 0.0001, -0.0003, 0.0000, 0.0000, 0.0000, -0.0002, 0.0000, -0.0002, 0.1131, -0.0015, 0.0001, 0.0033, 0.1258, -0.0010, 0.0019, 0.0018, 0.0000, 0.0003, -0.0016, -0.0033, 0.0000, -0.0005, 0.0002, 0.0000, 0.0001, -0.0001, 0.0001, 0.0004, 0.0002, -0.0506, -0.0003, -0.0020, -0.0001, 0.0001, 0.0002, -0.0047, 0.0000, 0.0000, -0.0022, 0.0002, 0.0499, 0.0000, 0.0005, -0.0041, 0.0001, 0.1605, 0.0099, 0.0041, -0.0033, 0.0002, -0.0001, 0.0019, -0.0002, 0.0000, 0.0006, -0.0013, -0.0010, 0.0001, -0.0022, 0.0016, 0.0000, 0.0000, -0.0006, 0.0000, 0.0005, -0.0029, 0.0000, 0.0000, -0.0001, 0.0033, -0.0003, 0.0000, 0.0000, 0.0000, 0.0000, 0.0000, -0.0005, -0.0033, 0.0992, -0.0003, 0.1530, 0.2686, 0.0041, 0.0000],
  "total_energy_ev": -70682.2494,
  "molar_mass_da": 744.41,
  "homo_energy_ev": [-5.23, -5.23],
  "total_charge": -1,
  "orbital_gap_ev": [6.17, 4.14],
  "spin_multiplicity": 2
}